C5H8N4O2 | the ωB97M-V functional and the def2-TZVPD basis

- Gap between HOMO and LUMO: 9.91 eV
- Relative energy (zero: lowest compared OMol25 entry of this formula, charge and spin): 137.1 kcal per mole
- LUMO energy: 0.025 Ha
- Highest occupied orbital energy: -9.216 eV
- Energy: -15365.2745 eV
- SMILES: C=C1OC[C@H]1O.c1nnn[nH]1

```
! RIJCOSX wB97M-V def2-TZVPD def2/J DEFGRID3
* xyz 0 1
C 0.80 1.83 0.30
C 1.08 0.58 -0.08
O 0.78 -0.13 -1.27
C 1.33 -1.39 -0.80
C 1.88 -0.68 0.49
O 3.26 -0.67 0.77
H 0.29 2.44 -0.26
H 0.95 2.11 1.37
H 2.14 -1.80 -1.54
H 0.58 -2.25 -0.62
H 1.55 -1.19 1.39
H 3.67 -0.18 -0.04
C -3.41 0.34 -0.24
N -3.35 -0.91 0.16
N -2.13 -1.18 0.54
N -1.35 -0.20 0.41
N -2.13 0.77 -0.05
H -4.30 0.94 -0.35
H -1.65 1.57 -0.15
*
```

Here are the Löwdin charges for atoms 1 to 4, given in e: atom 1 (C): 0.044, atom 2 (C): -0.266, atom 3 (O): -0.082, atom 4 (C): -0.114


C5H8N4O3 | the ωB97M-V functional and the def2-TZVPD basis

- Gap between HOMO and LUMO: 10.32 eV
- Relative energy (zero: lowest compared OMol25 entry of this formula, charge and spin): 83.7 kcal per mole
- LUMO energy: 0.001 Ha
- Highest occupied orbital energy: -10.288 eV
- Energy: -17413.0173 eV
- SMILES: CC(=O)/C=N/O.Cc1nnon1

```
! RIJCOSX wB97M-V def2-TZVPD def2/J DEFGRID3
* xyz 0 1
C 3.69 0.65 -0.75
C 3.43 -0.71 -0.14
O 4.23 -1.62 -0.18
C 2.13 -0.93 0.54
N 1.28 0.01 0.59
O 0.09 -0.25 1.22
H 2.93 0.88 -1.50
H 4.68 0.65 -1.21
H 3.63 1.42 0.03
H 1.94 -1.90 0.98
H 0.13 -1.18 1.55
C -2.71 1.58 -0.04
C -3.16 0.16 -0.15
N -4.39 -0.29 0.24
N -4.43 -1.52 0.01
O -3.24 -1.90 -0.52
N -2.43 -0.82 -0.61
H -2.46 1.97 -1.03
H -1.83 1.64 0.59
H -3.53 2.17 0.38
*
```

Here are the Löwdin charges for atoms 1 to 4, given in e: atom 1 (C): -0.023, atom 2 (C): -0.432, atom 3 (O): 0.081, atom 4 (C): -0.081


C5H8N4O3 | the ωB97M-V functional and the def2-TZVPD basis

- Gap between HOMO and LUMO: 9.45 eV
- Relative energy (zero: lowest compared OMol25 entry of this formula, charge and spin): 64.4 kcal per mole
- LUMO energy: 0.030 Ha
- Highest occupied orbital energy: -8.644 eV
- Energy: -17413.8557 eV
- SMILES: N/N=C/OC=O.Nc1cnoc1

```
! RIJCOSX wB97M-V def2-TZVPD def2/J DEFGRID3
* xyz 0 1
N 2.82 -0.01 -0.72
N 2.24 1.16 -1.17
C 0.99 1.15 -1.33
O 0.40 2.34 -1.71
C -0.93 2.33 -1.95
O -1.63 1.40 -1.88
H 2.34 -0.86 -1.03
H 3.78 -0.03 -1.01
H 0.30 0.32 -1.20
H -1.22 3.35 -2.24
N -0.46 -2.25 2.51
C -0.80 -1.26 1.58
C -1.27 -1.47 0.25
N -1.43 -0.36 -0.39
O -1.07 0.65 0.48
C -0.70 0.09 1.66
H -1.13 -3.02 2.52
H -0.35 -1.88 3.46
H -1.48 -2.41 -0.24
H -0.39 0.78 2.42
*
```

Here are the Löwdin charges for atoms 1 to 4, given in e: atom 1 (N): -0.009, atom 2 (N): -0.006, atom 3 (C): -0.207, atom 4 (O): 0.029


C5H8N6O4 | the ωB97M-V functional and the def2-TZVPD basis

- Gap between HOMO and LUMO (alpha / beta): 7.59 / 7.59 eV
- Relative energy (zero: lowest compared OMol25 entry of this formula, charge and spin): 43.1 kcal per mole
- LUMO energy (alpha / beta): 0.011 / 0.011 Ha
- Highest occupied orbital energy (alpha / beta): -7.294 / -7.295 eV
- Energy: -22444.1093 eV

```
! RIJCOSX wB97M-V def2-TZVPD def2/J DEFGRID3
* xyz 0 1
C 1.08 0.65 0.64
C -0.84 -0.83 1.02
C -0.94 -0.47 -1.33
C -3.31 1.88 -0.66
C 2.24 -0.53 -1.10
N 1.92 -0.02 0.02
N 0.13 0.04 1.41
N -1.27 -1.12 -0.15
N 1.22 2.01 0.87
N -1.49 -1.47 2.09
N 3.49 -0.88 -1.36
O -0.70 -1.24 -2.41
O -3.74 1.11 -1.40
O -0.87 0.76 -1.46
O -2.84 2.58 0.08
H 0.22 0.20 2.41
H -0.62 -2.07 -2.08
H 2.09 2.27 0.49
H 0.50 2.61 0.51
H -1.68 -1.22 3.12
H -2.28 -1.87 1.76
H 3.61 -1.62 -2.06
H 4.09 -0.77 -0.42
*
```

Here are the Löwdin charges for atoms 1 to 4, given in e: atom 1 (C): -0.480, atom 2 (C): -0.402, atom 3 (C): -0.585, atom 4 (C): -0.484